Arrangement 1

# CH6N4

A molecular structure, CH6N4 (ωB97M-V with the def2-TZVPD basis set, the OMol25 dataset).

Cartesian coordinates (Å):
C (-1.57, 0.17, -0.09)
N (1.81, -0.37, 0.03)
N (0.54, -1.08, -0.11)
N (1.11, 0.89, -0.27)
N (-0.28, -0.11, 0.51)
H (-1.69, 0.11, -1.10)
H (-2.19, -0.59, 0.46)
H (-1.92, 1.01, 0.40)
H (2.20, -0.51, 1.07)
H (0.53, -1.23, -1.20)
H (1.46, 1.70, 0.31)

Properties
* HOMO-LUMO gap (spin up / spin down): 8.7 / 8.7 eV
* highest occupied orbital energy (spin up / spin down): -0.2961 / -0.2963 Eh

So, what does the Mulliken scheme give us? The charges, in e, come out as: -0.737, -0.279, -0.321, -0.350, -0.102, 0.347, 0.308, 0.321, 0.272, 0.304, 0.236

Arrangement 2

# CH6N4

A single CH6N4 molecule (ωB97M-V with the def2-TZVPD basis set, the OMol25 dataset).

Cartesian coordinates (Å):
N (-0.78, -1.01, 1.50)
N (0.60, -1.01, 1.20)
C (0.83, -0.30, 0.17)
N (-0.20, 0.24, -0.67)
N (0.09, 1.44, -1.39)
H (-1.41, -1.28, 0.69)
H (-0.92, -1.63, 2.30)
H (1.81, -0.05, -0.15)
H (-1.13, 0.38, -0.25)
H (0.24, 1.19, -2.36)
H (0.88, 2.03, -1.03)

Properties
* HOMO-LUMO gap: 9.6 eV
* highest occupied orbital energy: -0.3122 Eh
* SMILES: N/N=C\NN

So, what does the Mulliken scheme give us? The charges, in e, come out as: -0.475, -0.416, -0.031, -0.154, -0.578, 0.213, 0.248, 0.412, 0.310, 0.233, 0.238

Relative energies with respect to the most stable structure, expressed in kcal/mol: arrangement 1 101.8; arrangement 2 0.0.

Arrangement 1

# CH7NOS2

2 unconnected molecules or ions with the total composition CH7NOS2 (ωB97M-V with the def2-TZVPD basis set, the OMol25 dataset).

Cartesian coordinates (Å):
N (0.70, 2.11, -1.69)
C (-0.52, 2.57, -1.08)
O (-0.62, 2.36, 0.33)
H (0.83, 1.11, -1.51)
H (1.48, 2.51, -1.18)
H (-1.36, 2.03, -1.50)
H (-0.62, 3.62, -1.32)
H (-0.35, 3.20, 0.73)
S (0.80, -2.45, 0.97)
S (-0.78, -1.21, 0.37)
H (0.39, -3.46, 0.19)
H (-0.03, -0.16, 0.03)

Properties
* HOMO-LUMO gap: 9.3 eV
* highest occupied orbital energy: -0.3273 Eh
* SMILES: NCO.SS

So, what does the Mulliken scheme give us? The charges, in e, come out as: -0.553, -0.398, -0.517, 0.268, 0.245, 0.302, 0.403, 0.317, -0.185, -0.092, 0.161, 0.050

Arrangement 2

# CH7NOS2

2 unconnected molecules or ions with the total composition CH7NOS2 (ωB97M-V with the def2-TZVPD basis set, the OMol25 dataset).

Cartesian coordinates (Å):
N (1.60, -0.81, -1.03)
C (0.98, -1.03, 0.23)
O (0.39, 0.12, 0.87)
H (0.98, -0.42, -1.73)
H (2.43, -0.24, -0.97)
H (0.18, -1.76, 0.11)
H (1.72, -1.43, 0.91)
H (0.71, 0.91, 0.40)
S (-2.35, 2.29, 0.08)
S (-3.03, 0.50, 0.88)
H (-1.81, 1.76, -1.01)
H (-1.80, 0.10, 1.26)

Properties
* HOMO-LUMO gap: 9.5 eV
* highest occupied orbital energy: -0.3373 Eh
* SMILES: NCO.SS

So, what does the Mulliken scheme give us? The charges, in e, come out as: -0.575, -0.158, -0.500, 0.236, 0.236, 0.262, 0.279, 0.257, -0.184, -0.180, 0.141, 0.187

Relative energies with respect to the most stable structure, expressed in kcal/mol: arrangement 1 3.7; arrangement 2 0.0.

Arrangement 1

# C3H4ClNO2

A single C3H4ClNO2 molecule (ωB97M-V with the def2-TZVPD basis set, the OMol25 dataset).

Cartesian coordinates (Å):
N (-1.35, -1.13, -0.04)
C (-0.03, -1.26, 0.05)
C (0.83, -0.19, 0.01)
Cl (2.54, -0.52, -0.02)
C (0.29, 1.13, 0.02)
O (-0.90, 1.40, -0.03)
O (1.21, 2.09, 0.02)
H (-1.79, -0.17, -0.07)
H (-1.95, -1.97, 0.12)
H (0.39, -2.28, -0.02)
H (0.77, 2.90, -0.04)

Properties
* HOMO-LUMO gap: 9.3 eV
* highest occupied orbital energy: -0.3111 Eh
* SMILES: N/C=C(/Cl)C(=O)O

So, what does the Mulliken scheme give us? The charges, in e, come out as: -0.340, -0.167, 0.022, -0.203, 0.722, -0.719, -0.438, 0.280, 0.210, 0.317, 0.315

Arrangement 2

# C3H4ClNO2

A single C3H4ClNO2 molecule (ωB97M-V with the def2-TZVPD basis set, the OMol25 dataset).

Cartesian coordinates (Å):
O (1.41, -0.77, -2.01)
C (0.75, -1.15, -1.06)
C (0.10, -0.29, -0.11)
C (0.25, 1.20, -0.10)
Cl (-1.20, 1.88, -0.94)
N (-0.52, -0.97, 0.79)
O (-1.11, -0.14, 1.67)
H (0.51, -2.21, -0.91)
H (1.14, 1.60, -0.58)
H (0.16, 1.58, 0.91)
H (-1.48, -0.72, 2.34)

Properties
* HOMO-LUMO gap: 10.1 eV
* highest occupied orbital energy: -0.3807 Eh
* SMILES: O=C/C(CCl)=N/O

So, what does the Mulliken scheme give us? The charges, in e, come out as: -0.494, -0.124, 0.577, -0.388, -0.181, -0.434, -0.333, 0.378, 0.319, 0.297, 0.383

Relative energies with respect to the most stable structure, expressed in kcal/mol: arrangement 1 0.0; arrangement 2 52.2.

Arrangement 1

# C3H11N2S

2 unconnected molecules or ions with the total composition C3H11N2S (ωB97M-V with the def2-TZVPD basis set, the OMol25 dataset).

Cartesian coordinates (Å):
C (0.54, -1.46, 2.91)
C (1.66, -1.04, 1.96)
S (0.97, -0.72, 0.20)
H (-0.09, -2.47, 2.69)
H (0.95, -1.46, 3.91)
H (-0.19, -0.63, 2.97)
H (2.50, -1.78, 1.76)
H (2.27, -0.05, 2.35)
H (0.55, -2.02, 0.17)
N (-1.00, 0.63, -1.48)
C (-1.27, 1.76, -2.07)
N (-1.44, 1.93, -3.37)
H (-1.15, -0.35, -1.73)
H (-0.30, 0.86, -0.72)
H (-0.97, 2.71, -1.60)
H (-1.50, 2.90, -3.81)
H (-1.54, 1.18, -4.14)

Properties
* HOMO-LUMO gap: 8.8 eV
* highest occupied orbital energy: -0.4636 Eh
* total charge: +1

So, what does the Mulliken scheme give us? The charges, in e, come out as: -0.846, -0.443, -0.300, 0.287, 0.300, 0.289, 0.320, 0.314, 0.147, -0.284, 0.246, -0.369, 0.260, 0.233, 0.296, 0.279, 0.269

Arrangement 2

# C3H11N2S

2 unconnected molecules or ions with the total composition C3H11N2S (ωB97M-V with the def2-TZVPD basis set, the OMol25 dataset).

Cartesian coordinates (Å):
C (2.44, 1.21, -2.65)
C (1.52, 0.23, -1.98)
S (0.91, 0.73, -0.28)
H (1.99, 1.15, -3.66)
H (2.43, 2.32, -2.43)
H (3.40, 0.63, -2.82)
H (2.05, -0.69, -1.66)
H (0.57, 0.03, -2.61)
H (1.55, 1.88, -0.40)
N (-1.51, -1.34, 0.79)
C (-1.93, -0.59, 1.80)
N (-2.69, -1.03, 2.80)
H (-1.52, -2.35, 1.11)
H (-0.75, -0.90, 0.31)
H (-1.52, 0.36, 2.04)
H (-2.61, -0.59, 3.72)
H (-2.99, -1.99, 2.80)

Properties
* HOMO-LUMO gap: 8.2 eV
* highest occupied orbital energy: -0.4562 Eh
* total charge: +1

So, what does the Mulliken scheme give us? The charges, in e, come out as: -0.809, -0.531, -0.289, 0.253, 0.367, 0.241, 0.346, 0.319, 0.126, -0.293, 0.336, -0.341, 0.297, 0.156, 0.300, 0.280, 0.242

Arrangement 3

# C3H11N2S

2 unconnected molecules or ions with the total composition C3H11N2S (ωB97M-V with the def2-TZVPD basis set, the OMol25 dataset).

Cartesian coordinates (Å):
C (-1.51, -0.91, -2.58)
C (-2.02, -0.98, -1.15)
S (-0.61, -1.37, 0.01)
H (-1.01, -1.83, -2.85)
H (-0.81, -0.10, -2.73)
H (-2.36, -0.81, -3.25)
H (-2.47, -0.06, -0.80)
H (-2.67, -1.83, -0.98)
H (-1.13, -2.45, 0.60)
N (2.02, 2.07, 2.53)
C (1.97, 0.91, 1.90)
N (1.61, 0.81, 0.65)
H (1.44, 2.86, 2.28)
H (2.55, 2.14, 3.39)
H (2.14, 0.00, 2.47)
H (1.30, -0.13, 0.36)
H (1.53, 1.68, 0.15)

Properties
* HOMO-LUMO gap: 8.7 eV
* highest occupied orbital energy: -0.4624 Eh
* total charge: +1

So, what does the Mulliken scheme give us? The charges, in e, come out as: -1.018, -0.432, -0.284, 0.326, 0.316, 0.309, 0.334, 0.351, 0.137, -0.356, 0.339, -0.214, 0.237, 0.261, 0.338, 0.130, 0.226

Relative energies with respect to the most stable structure, expressed in kcal/mol: arrangement 1 30.6; arrangement 2 26.1; arrangement 3 0.0.

Arrangement 1

# C23H32N2O3

A single C23H32N2O3 molecule (ωB97M-V with the def2-TZVPD basis set, the OMol25 dataset).

Cartesian coordinates (Å):
C (-1.08, -2.32, 6.55)
C (-0.06, -2.37, 5.42)
O (-0.62, -2.07, 4.16)
C (-0.96, -0.76, 3.87)
C (-0.62, 0.36, 4.61)
C (-1.03, 1.61, 4.18)
C (-1.76, 1.75, 3.02)
C (-2.10, 0.64, 2.25)
C (-2.82, 0.79, 0.93)
N (-1.96, 1.05, -0.21)
C (-1.26, 2.32, -0.16)
C (-0.61, 2.57, -1.52)
N (0.30, 1.51, -1.92)
C (1.60, 1.56, -1.25)
C (2.76, 1.35, -2.25)
C (2.87, -0.06, -2.76)
C (2.66, -0.36, -4.10)
C (2.75, -1.66, -4.55)
C (3.06, -2.69, -3.67)
C (3.28, -2.40, -2.33)
C (3.19, -1.09, -1.88)
C (-0.35, 0.20, -1.84)
C (-1.38, 0.01, -2.97)
C (-0.75, 0.11, -4.36)
O (-0.22, 1.38, -4.64)
C (-1.02, -0.02, -0.47)
C (-1.70, -0.62, 2.68)
O (-2.03, -1.73, 1.97)
H (-0.61, -2.60, 7.49)
H (-1.90, -3.01, 6.35)
H (-1.49, -1.32, 6.65)
H (0.79, -1.71, 5.63)
H (0.32, -3.39, 5.31)
H (-0.05, 0.27, 5.52)
H (-0.78, 2.48, 4.77)
H (-2.08, 2.73, 2.70)
H (-3.53, 1.62, 1.00)
H (-3.37, -0.13, 0.72)
H (-0.49, 2.33, 0.63)
H (-1.98, 3.11, 0.05)
H (-1.39, 2.64, -2.28)
H (-0.07, 3.52, -1.51)
H (1.68, 0.81, -0.45)
H (1.72, 2.54, -0.80)
H (3.68, 1.62, -1.74)
H (2.62, 2.04, -3.09)
H (2.41, 0.43, -4.79)
H (2.58, -1.88, -5.60)
H (3.13, -3.70, -4.02)
H (3.53, -3.19, -1.64)
H (3.37, -0.87, -0.84)
H (0.43, -0.56, -1.98)
H (-2.18, 0.75, -2.86)
H (-1.82, -0.98, -2.86)
H (0.04, -0.65, -4.45)
H (-1.51, -0.08, -5.13)
H (0.26, 1.65, -3.84)
H (-0.24, -0.07, 0.31)
H (-1.55, -0.97, -0.47)
H (-1.68, -2.49, 2.46)

Properties
* HOMO-LUMO gap: 8.6 eV
* highest occupied orbital energy: -0.2944 Eh
* SMILES: CCOc1cccc(CN2CCN(CCc3ccccc3)[C@H](CCO)C2)c1O

So, what does the Mulliken scheme give us? The charges, in e, come out as: -1.073, -0.446, -0.520, 0.862, -0.355, -1.350, -0.304, 0.678, -1.958, 0.273, -0.314, -1.605, 0.145, -0.406, -1.591, 0.588, -0.434, -0.552, -0.448, -0.668, -0.041, 0.819, -1.206, -0.430, -0.687, -1.257, 0.453, -0.623, 0.378, 0.307, 0.345, 0.328, 0.355, 0.349, 0.374, 0.433, 0.659, 0.530, 0.351, 0.444, 0.361, 0.577, 0.136, 0.519, 0.502, 0.345, 0.324, 0.416, 0.396, 0.392, 0.409, 0.370, 0.332, 0.422, 0.070, 0.512, 0.436, 0.137, 0.580, 0.363

Arrangement 2

# C23H32N2O3

A single C23H32N2O3 molecule (ωB97M-V with the def2-TZVPD basis set, the OMol25 dataset).

Cartesian coordinates (Å):
C (0.03, 0.46, 8.07)
C (0.12, -1.01, 7.67)
C (1.24, -1.26, 6.65)
C (0.96, -0.56, 5.35)
C (1.61, 0.65, 5.05)
C (1.36, 1.34, 3.88)
C (0.45, 0.79, 3.00)
O (0.06, 1.28, 1.80)
C (-0.86, 0.39, 1.29)
C (-1.54, 0.64, 0.01)
O (-2.68, 0.23, -0.16)
N (-0.90, 1.34, -0.96)
C (0.51, 1.64, -1.03)
C (1.18, 0.74, -2.08)
C (0.53, 0.94, -3.45)
N (1.25, 0.22, -4.47)
C (1.34, 0.77, -5.80)
C (0.32, 0.17, -6.78)
C (0.53, -1.35, -6.85)
C (0.42, -1.98, -5.46)
O (-0.92, -2.08, -5.03)
C (1.32, -1.23, -4.45)
C (-0.98, 0.65, -3.32)
C (-1.58, 1.54, -2.22)
C (-1.07, -0.65, 2.15)
C (-1.98, -1.81, 1.98)
C (-0.21, -0.42, 3.27)
C (0.05, -1.10, 4.46)
H (0.97, 0.79, 8.52)
H (-0.76, 0.60, 8.80)
H (-0.18, 1.08, 7.21)
H (-0.83, -1.33, 7.24)
H (0.31, -1.62, 8.56)
H (2.19, -0.92, 7.06)
H (1.32, -2.34, 6.47)
H (2.32, 1.04, 5.76)
H (1.86, 2.27, 3.66)
H (0.98, 1.50, -0.06)
H (0.62, 2.69, -1.32)
H (1.08, -0.30, -1.76)
H (2.25, 0.98, -2.14)
H (0.64, 2.00, -3.71)
H (1.22, 1.85, -5.75)
H (2.35, 0.55, -6.18)
H (0.46, 0.61, -7.77)
H (-0.69, 0.40, -6.45)
H (-0.21, -1.81, -7.51)
H (1.52, -1.55, -7.25)
H (0.76, -3.02, -5.50)
H (-1.32, -1.21, -5.07)
H (1.09, -1.59, -3.45)
H (2.36, -1.51, -4.68)
H (-1.49, 0.87, -4.25)
H (-1.14, -0.39, -3.05)
H (-2.63, 1.31, -2.08)
H (-1.48, 2.60, -2.50)
H (-1.40, -2.74, 1.94)
H (-2.66, -1.88, 2.83)
H (-2.56, -1.70, 1.07)
H (-0.45, -2.03, 4.68)

Properties
* HOMO-LUMO gap: 8.6 eV
* highest occupied orbital energy: -0.2936 Eh
* SMILES: CCCc1ccc2oc(C(=O)N3CCC(N4CCC[C@H](O)C4)CC3)c(C)c2c1

So, what does the Mulliken scheme give us? The charges, in e, come out as: -1.140, -0.319, -1.355, 0.556, -0.363, -1.422, -0.189, -0.574, 1.016, 0.596, -0.709, 0.114, -0.803, -0.665, -0.172, 0.221, -0.931, -0.323, -0.980, -0.092, -0.613, -0.675, -0.152, -1.545, -0.104, -1.609, 1.357, -0.462, 0.279, 0.366, 0.293, 0.314, 0.369, 0.394, 0.365, 0.354, 0.453, 0.462, 0.294, 0.237, 0.341, 0.168, 0.398, 0.461, 0.344, 0.193, 0.328, 0.391, 0.442, 0.385, 0.265, 0.354, 0.236, 0.315, 0.531, 0.386, 0.339, 0.357, 0.372, 0.553

Relative energies with respect to the most stable structure, expressed in kcal/mol: arrangement 1 18.6; arrangement 2 0.0.

Arrangement 1

# C3H6O

A molecular structure, C3H6O (ωB97M-V with the def2-TZVPD basis set, the OMol25 dataset).

Cartesian coordinates (Å):
C (0.53, 0.58, -0.32)
C (0.84, -0.72, 0.17)
C (-1.37, 0.71, -0.02)
O (-2.19, 1.15, -0.71)
H (-1.26, -0.52, 0.80)
H (0.85, 1.43, 0.28)
H (0.54, 0.75, -1.39)
H (0.91, -1.52, -0.56)
H (1.56, -0.79, 0.97)
H (-0.40, -1.08, 0.78)

Properties
* HOMO-LUMO gap: 10.1 eV
* highest occupied orbital energy: -0.3381 Eh

So, what does the Mulliken scheme give us? The charges, in e, come out as: -0.520, -0.722, 0.232, -0.317, 0.105, 0.291, 0.317, 0.294, 0.293, 0.028

Arrangement 2

# C3H6O

A single C3H6O molecule (ωB97M-V with the def2-TZVPD basis set, the OMol25 dataset).

Cartesian coordinates (Å):
C (0.36, -0.33, -0.85)
C (-0.78, -0.28, 0.15)
O (-0.65, 0.77, 1.17)
C (0.46, 1.31, 1.56)
H (0.02, -0.77, -1.79)
H (1.22, -0.92, -0.49)
H (-1.73, -0.06, -0.34)
H (-0.89, -1.22, 0.70)
H (0.71, 0.68, -1.07)
H (1.28, 0.83, 0.96)

Properties
* HOMO-LUMO gap: 9.3 eV
* highest occupied orbital energy: -0.3101 Eh

So, what does the Mulliken scheme give us? The charges, in e, come out as: -1.215, -0.071, -0.202, -0.234, 0.328, 0.349, 0.267, 0.251, 0.377, 0.150

Arrangement 3

# C3H6O

2 unconnected molecules or ions with the total composition C3H6O (ωB97M-V with the def2-TZVPD basis set, the OMol25 dataset).

Cartesian coordinates (Å):
C (-0.41, 1.43, 1.13)
C (-0.21, 0.22, 1.60)
O (-0.05, -0.83, 2.10)
H (-0.30, 1.67, 0.08)
H (-0.68, 2.21, 1.82)
C (0.33, -0.94, -1.35)
H (1.14, -0.57, -0.71)
H (0.61, -0.84, -2.40)
H (0.14, -1.99, -1.11)
H (-0.57, -0.35, -1.17)

Properties
* HOMO-LUMO gap: 10.3 eV
* highest occupied orbital energy: -0.3438 Eh
* SMILES: C=C=O.C

So, what does the Mulliken scheme give us? The charges, in e, come out as: -0.872, 0.690, -0.357, 0.292, 0.259, -0.960, 0.219, 0.285, 0.267, 0.176

Arrangement 4

# C3H6O

A single C3H6O molecule (ωB97M-V with the def2-TZVPD basis set, the OMol25 dataset).

Cartesian coordinates (Å):
C (0.73, 0.51, 1.00)
C (-0.35, -0.34, 0.30)
C (-0.52, -0.32, -1.21)
O (-1.10, -1.05, 0.94)
H (1.21, -0.13, 1.75)
H (1.53, 0.99, 0.40)
H (0.28, 1.34, 1.56)
H (0.13, 0.38, -1.75)
H (-0.36, -1.34, -1.59)
H (-1.56, -0.07, -1.42)

Properties
* HOMO-LUMO gap: 10.7 eV
* highest occupied orbital energy: -0.3578 Eh
* SMILES: CC(C)=O

So, what does the Mulliken scheme give us? The charges, in e, come out as: -0.933, 0.653, -0.889, -0.532, 0.297, 0.307, 0.264, 0.283, 0.265, 0.286

Relative energies with respect to the most stable structure, expressed in kcal/mol: arrangement 1 77.6; arrangement 2 74.4; arrangement 3 21.3; arrangement 4 0.0.